Here is a molecular structure, C39H47DyN4O3P2 at a distorted geometry from the OMol25 dataset. Energies are from ωB97M-V/def2-TZVPD.

```
96
Properties=species:S:1:pos:R:3:forces:R:3
Dy 0.7310 -0.2336 0.7451 0.2 -0.1 -0.3
C 2.6355 -2.7004 5.2975 -0.2 0.4 0.1
N 1.5598 -1.9424 4.6447 -0.2 -0.2 -0.1
C 0.2177 -2.1829 5.1836 0.2 -0.4 -0.4
C 1.7017 -1.2501 3.5349 0.7 -0.3 0.5
O 0.7279 -0.7297 2.9343 -0.1 0.1 0.2
C 3.1170 -1.0895 2.9607 -0.2 -0.3 0.2
O 3.0809 -0.1968 1.8851 -0.1 0.4 -0.3
C 3.7397 1.0414 2.0603 -0.6 0.2 0.0
C 2.7894 2.1158 1.5081 0.8 0.4 0.6
O 1.7164 1.7700 0.9712 -0.1 -0.2 -0.1
N 3.1149 3.3834 1.6683 -0.1 -0.2 -0.2
C 2.1467 4.4363 1.2699 0.3 -0.7 -0.3
C 4.4411 3.7757 2.1733 -0.3 0.7 0.3
H 2.7310 -2.3642 6.3306 -0.1 -0.1 0.0
H 3.5774 -2.5302 4.8054 0.2 -0.1 -0.1
H 2.3904 -3.7601 5.2843 0.0 0.0 0.0
H 0.2540 -2.0895 6.2606 -0.1 0.1 0.2
H -0.0766 -3.2054 4.9091 -0.1 0.2 0.2
H -0.4625 -1.4721 4.7395 -0.2 0.1 0.1
H 3.4532 -2.0481 2.5823 0.0 -0.4 -0.1
H 3.8389 -0.7810 3.7153 -0.1 0.1 0.1
H 4.6766 1.0270 1.5212 0.3 0.1 -0.2
H 3.9612 1.2263 3.1178 -0.1 0.1 -0.1
H 1.1468 3.9927 1.1898 0.4 0.2 0.0
H 2.4614 4.8532 0.3096 -0.2 0.1 0.1
H 2.1590 5.1930 2.0354 0.0 0.3 0.2
H 5.2568 3.3341 1.6085 -0.1 -0.1 -0.1
H 4.5546 3.5316 3.2327 -0.1 0.0 -0.1
H 4.5213 4.8670 2.0861 0.0 -0.4 0.0
C -0.0146 2.3687 -2.2291 0.1 0.4 -0.4
N -1.1092 1.4164 -1.8932 0.3 0.0 0.3
P -1.4036 1.7670 -0.1986 -1.1 0.5 0.1
C -2.3489 3.3354 -0.3697 0.2 -0.3 0.0
C -3.0751 3.5929 -1.5276 0.2 -0.5 -0.3
C -3.8865 4.6924 -1.6162 -0.3 0.7 0.2
C -4.0041 5.5759 -0.5446 0.3 -0.1 0.0
C -3.2394 5.3655 0.5906 0.0 -0.1 0.2
C -2.4173 4.2479 0.6702 0.2 -0.2 0.5
C -2.6958 0.5982 0.3569 0.0 0.3 -0.6
C -3.9402 0.3860 -0.2471 0.2 0.2 -0.1
C -4.8128 -0.5544 0.2454 0.3 -0.4 0.3
C -4.4555 -1.3374 1.3556 -0.4 0.3 -0.5
C -3.2500 -1.1196 1.9762 0.3 0.1 0.3
C -2.3819 -0.1419 1.4735 0.0 -0.6 0.7
P -0.4546 -0.1875 -1.9737 -0.4 -0.4 -0.6
C 0.1357 -0.3344 -3.6919 0.1 -0.1 0.2
C -0.4664 0.3651 -4.7342 0.2 0.2 0.0
C -0.0919 0.1318 -6.0406 0.2 -0.4 0.1
C 0.8483 -0.8531 -6.3493 0.0 0.6 0.3
C 1.4651 -1.5361 -5.3165 0.0 -0.3 0.2
C 1.0972 -1.2881 -3.9856 0.3 -0.3 -0.5
C -1.8913 -1.2995 -2.0322 0.2 -0.2 0.3
C -1.8420 -2.4749 -1.2896 0.1 -0.1 0.2
C -2.9012 -3.3759 -1.3301 0.2 -0.5 0.5
C -4.0238 -3.1176 -2.0914 -0.2 -0.3 -0.2
C -4.0600 -1.9483 -2.8366 -0.4 0.2 -0.1
C -3.0109 -1.0513 -2.8112 0.0 0.5 -0.5
H -0.3593 3.3865 -2.0325 0.0 -0.1 0.0
H 0.2209 2.3002 -3.2903 0.1 0.0 0.1
H 0.9123 2.2075 -1.6431 -0.2 -0.1 -0.1
H -3.0033 2.9343 -2.3826 0.1 -0.1 0.0
H -4.4154 4.8814 -2.5343 -0.2 0.0 -0.1
H -4.6560 6.4305 -0.5950 -0.1 0.1 -0.1
H -3.2690 6.0538 1.4304 -0.1 -0.1 -0.2
H -1.8464 4.0649 1.5784 0.0 0.1 -0.1
H -4.2139 0.9391 -1.1292 0.0 0.2 -0.1
H -5.7537 -0.7260 -0.2554 -0.1 0.0 0.0
H -5.1621 -2.0771 1.7023 0.1 -0.1 0.2
H -2.9820 -1.6699 2.8745 0.0 0.0 -0.2
H -1.4947 0.0757 2.0691 0.1 0.1 0.0
H -1.1864 1.1365 -4.5239 -0.3 0.1 0.0
H -0.5302 0.7255 -6.8129 -0.2 0.2 -0.4
H 1.1270 -1.0109 -7.3798 0.0 -0.1 0.0
H 2.2300 -2.2813 -5.5435 -0.3 0.2 0.2
H 1.5550 -1.8739 -3.1991 0.1 0.0 0.1
H -0.9693 -2.7226 -0.6791 -0.1 0.1 -0.2
H -2.8456 -4.2910 -0.7367 0.0 0.2 -0.2
H -4.8557 -3.8363 -2.1408 0.5 0.4 0.1
H -4.9409 -1.7149 -3.4156 0.0 0.0 -0.2
H -3.0507 -0.1411 -3.4167 -0.1 -0.3 0.2
C 0.4049 -3.8243 1.4638 -0.4 -0.3 0.2
C 1.4237 -3.4462 0.4515 0.2 -0.2 -0.2
C 2.2150 -4.2543 -0.3376 0.1 1.0 0.2
C 3.0825 -3.3880 -1.0807 -1.1 0.5 0.8
C 2.7391 -2.0994 -0.7110 0.3 -0.2 -0.4
C 3.2930 -0.7929 -1.1714 0.2 0.4 -0.1
N 1.7269 -2.1087 0.2322 0.3 -0.9 -0.2
H -0.0756 -4.7795 1.2438 0.1 0.0 -0.1
H -0.4117 -3.1018 1.5399 -0.1 0.2 0.0
H 0.8198 -3.9311 2.4653 0.2 0.0 0.2
H 2.1968 -5.3229 -0.3824 -0.1 -0.3 0.0
H 3.8036 -3.6952 -1.8021 0.4 0.0 -0.3
H 3.6225 -0.8165 -2.2005 0.2 -0.3 -0.3
H 4.1484 -0.4638 -0.5795 0.0 0.1 0.1
H 2.5683 0.0392 -1.2005 -0.1 -0.1 0.2
```
Positions in Å, forces in eV/Å.

Results
net charge	+2
E_HOMO (spin up / spin down)	-12.03 / -12.03	eV
2S+1	6
total energy	-3526.41023	a.u.
gap between HOMO and LUMO (spin up / spin down)	5.64 / 7.40	eV
expectation value of S²	8.855


Here is a molecular structure, C39H47HfN11O5S at a distorted geometry from the OMol25 dataset. Energies are from ωB97M-V/def2-TZVPD.

```
104
Properties=species:S:1:pos:R:3:forces:R:3
Hf -0.7277 0.6089 0.0012 -0.4 1.1 -1.5
C 4.7838 1.1296 -0.2577 0.1 -0.1 0.0
O 4.7906 -0.2979 -0.1040 -0.1 0.1 -0.1
C 5.0631 -0.7796 1.1420 0.0 0.0 0.0
C 6.1515 -1.6251 1.2982 0.1 -0.1 0.0
C 6.4518 -2.1585 2.5417 0.0 0.0 0.0
C 5.6647 -1.8527 3.6480 0.0 0.0 0.0
C 4.5622 -1.0314 3.4920 0.0 0.0 0.1
C 4.2538 -0.5019 2.2439 0.0 0.0 0.1
N 3.1060 0.3365 2.0998 0.2 0.0 0.1
C 2.0352 0.0395 1.3571 -0.1 0.1 0.0
N 1.9848 -1.2086 0.8537 0.0 0.0 -0.1
C 1.3672 -1.7087 -0.3337 0.0 0.1 0.3
C 0.2484 -1.1445 -0.9358 0.3 -0.8 0.1
C -0.1368 -1.7298 -2.1546 0.0 0.0 0.0
C 0.5109 -2.8248 -2.6957 0.0 0.0 0.0
C 1.5803 -3.4101 -2.0239 -0.1 -0.1 -0.1
C 2.0093 -2.8571 -0.8317 0.1 0.0 -0.1
O 3.0389 -3.2956 -0.0696 0.2 -0.1 0.0
C 3.7627 -4.4917 -0.3789 -0.1 0.0 0.0
N 1.0466 0.9255 1.1884 0.1 -0.2 0.4
C 1.0498 2.0878 2.0486 0.2 -0.1 -0.2
C 1.1462 3.3654 1.5213 0.0 0.0 -0.1
C 1.1129 4.4784 2.3491 0.0 0.0 0.0
C 1.0025 4.3046 3.7168 0.0 -0.1 0.1
C 0.9065 3.0297 4.2653 0.0 0.1 0.0
C 0.9139 1.9200 3.4347 -0.1 0.1 0.1
O 0.7752 0.6367 3.8768 0.0 -0.1 0.1
C 0.6449 0.4447 5.2915 0.0 0.0 -0.1
H 5.1443 1.3384 -1.2620 0.0 0.0 0.0
H 5.4523 1.6000 0.4634 0.0 0.0 0.0
H 3.7785 1.5371 -0.1501 0.0 0.0 0.0
H 6.7665 -1.8327 0.4306 0.0 0.0 0.0
H 7.3135 -2.8050 2.6529 0.0 0.0 0.0
H 5.9055 -2.2563 4.6227 0.0 0.0 0.0
H 3.9223 -0.7951 4.3361 0.0 0.0 -0.1
H 3.0821 1.2119 2.6020 0.0 0.0 0.0
H 2.7846 -1.7759 1.1111 0.1 0.0 0.0
H -0.9769 -1.3288 -2.7097 0.0 0.0 0.0
H 0.1745 -3.2509 -3.6343 0.0 0.0 0.0
H 2.0574 -4.2858 -2.4418 -0.1 0.1 0.0
H 3.5975 -4.8297 -1.3963 0.0 0.0 0.0
H 3.4600 -5.2732 0.3147 0.0 0.0 0.0
H 4.8175 -4.2709 -0.2461 0.0 0.0 0.0
H 1.2589 3.4867 0.4513 0.0 0.0 0.0
H 1.1849 5.4718 1.9261 0.0 0.0 0.0
H 0.9837 5.1639 4.3744 0.0 0.0 0.0
H 0.7959 2.9183 5.3348 0.0 0.0 -0.1
H 0.5900 -0.6288 5.4499 0.0 0.0 0.0
H -0.2632 0.9223 5.6653 0.0 0.0 0.0
H 1.5117 0.8420 5.8221 0.0 0.0 0.0
N -1.0815 -0.8741 1.9427 -0.1 0.4 0.1
C -2.0063 -0.2179 2.9039 0.1 -0.2 -0.1
C -2.0628 1.2750 2.6390 0.0 0.0 -0.2
O -2.2721 2.0812 3.4930 -0.1 0.1 -0.1
O -1.8599 1.5565 1.3384 -0.3 0.2 1.1
H -1.3139 -1.8545 1.8422 0.0 -0.1 -0.1
H -0.1568 -0.8491 2.3668 0.1 0.0 0.0
H -1.7283 -0.3848 3.9383 0.1 0.0 0.1
H -3.0125 -0.6136 2.7697 0.0 -0.1 0.0
C 2.4017 0.0873 -3.9791 -0.1 -0.1 0.0
N 1.0062 0.5264 -4.0369 0.3 0.0 -0.2
C 0.0983 0.2327 -5.0442 0.2 -0.1 0.1
C -1.0730 0.7938 -4.7100 -0.1 0.1 0.2
N -0.8704 1.4252 -3.4800 -0.3 0.1 0.0
C 0.4241 1.2691 -3.0897 -0.1 -0.1 -0.2
S 1.1456 1.8847 -1.6878 -0.2 -0.2 0.3
C -1.7820 2.3096 -2.8479 0.2 -0.1 -0.1
C -2.5216 3.1684 -3.6309 0.0 0.1 -0.1
C -3.4176 4.0236 -3.0115 0.0 0.1 -0.1
C -3.5057 4.0041 -1.6317 0.0 0.1 0.0
C -2.7157 3.1183 -0.9262 0.1 0.0 0.0
N -1.8711 2.2504 -1.5169 -0.1 -0.1 0.4
H 2.5628 -0.6473 -4.7626 0.0 0.0 0.0
H 2.5903 -0.3638 -3.0057 0.0 0.0 0.0
H 3.0714 0.9323 -4.1232 0.0 0.0 0.0
H 0.3612 -0.3704 -5.8974 0.0 0.1 0.1
H -2.0316 0.7770 -5.2015 0.1 0.0 0.0
H -2.3770 3.1804 -4.7024 0.0 0.0 0.0
H -4.0160 4.7089 -3.5988 0.0 0.0 0.0
H -4.1710 4.6681 -1.0966 0.0 0.0 0.0
H -2.7496 3.0886 0.1516 0.0 0.0 0.0
C -3.0658 -1.9396 -0.4005 -0.2 0.0 0.0
N -3.0758 -0.4582 -0.6760 0.3 0.0 0.0
C -3.4968 -0.2892 -2.1128 -0.1 -0.1 0.1
N -4.7530 -0.9342 -2.4204 0.0 0.0 0.1
C -4.6503 -2.3663 -2.1072 0.0 0.1 0.1
N -4.3298 -2.5757 -0.6931 0.0 0.1 0.0
C -5.3753 -1.9489 0.1262 0.1 0.0 -0.1
N -5.4760 -0.5118 -0.1511 0.0 0.0 -0.1
C -4.2064 0.1189 0.1326 0.0 0.0 -0.1
C -5.7943 -0.3404 -1.5717 0.1 -0.1 0.0
H -2.8599 -2.0730 0.6595 0.0 0.0 0.0
H -2.2693 -2.3966 -0.9798 0.1 0.0 -0.1
H -2.7205 -0.6949 -2.7559 0.0 0.0 0.0
H -3.6107 0.7746 -2.3013 0.0 0.0 0.0
H -3.8706 -2.8165 -2.7243 0.0 0.0 0.0
H -5.5987 -2.8500 -2.3356 0.0 0.0 0.0
H -5.1459 -2.1001 1.1826 0.0 0.0 0.0
H -6.3326 -2.4202 -0.0904 0.0 0.0 0.0
H -3.9757 -0.0006 1.1865 0.0 0.0 0.0
H -4.2705 1.1843 -0.0888 0.0 0.0 0.0
H -5.8802 0.7237 -1.7986 0.0 0.0 0.0
H -6.7478 -0.8201 -1.7859 0.0 0.0 0.0
```
Positions in Å, forces in eV/Å.

Results
net charge	+2
E_HOMO	-12.93	eV
total energy	-2938.76793	a.u.
gap between HOMO and LUMO	7.65	eV
relative energy (zero: lowest compared OMol25 entry of this formula, charge and spin)	6.05	kcal per mole


Question: Number 2 is which compound?
Answer: C39H47HfN11O5S


Question: What is the net charge in the second record?
Answer: +2


Question: Among the records above, which one has the highest total energy?
Answer: C39H47HfN11O5S